1.
{
  "formula": "C31H27Cl3IrN3O3PS",
  "method": "ωB97M-V/def2-TZVPD",
  "homo_lumo_gap_ev": 6.576,
  "multiplicity": 1,
  "charge": -1,
  "largest_force_ev_per_a": 2.4,
  "e_above_lowest_kcal_mol": 77.1,
  "elements": ["Ir", "N", "C", "S", "N", "N", "C", "C", "C", "C", "C", "C", "C", "O", "H", "H", "H", "H", "H", "H", "H", "C", "C", "C", "C", "C", "C", "C", "P", "C", "C", "C", "C", "C", "C", "C", "C", "C", "C", "C", "C", "C", "C", "H", "H", "H", "H", "H", "H", "H", "H", "H", "H", "H", "H", "H", "H", "H", "H", "H", "H", "H", "H", "Cl", "C", "Cl", "Cl", "C", "O", "O"],
  "positions_angstrom": [[-0.07170, 0.29838, 0.28593], [-0.95576, -2.06479, -3.34617], [-0.72726, -1.70964, -2.03663], [0.64603, -0.68071, -1.74375], [-1.51503, -2.19413, -1.14619], [-1.26849, -1.67757, 0.12855], [-1.67326, -2.45349, 1.05785], [-1.69311, -2.17899, 2.47555], [-2.20822, -3.16492, 3.32750], [-2.29797, -2.97681, 4.68921], [-1.85143, -1.76107, 5.22357], [-1.35227, -0.77079, 4.40887], [-1.26634, -0.94055, 3.00332], [-0.86136, 0.05483, 2.28230], [-0.19719, -1.92356, -3.98929], [-1.54947, -2.86423, -3.49024], [-2.07084, -3.42031, 0.74066], [-2.55697, -4.09233, 2.88345], [-2.71567, -3.74300, 5.32884], [-1.90416, -1.59713, 6.29432], [-1.00594, 0.17412, 4.81075], [-5.02986, 3.27001, -0.65599], [-4.83407, 2.67085, 0.71542], [-5.86523, 2.80001, 1.64380], [-5.75700, 2.30161, 2.93367], [-4.58711, 1.67696, 3.33397], [-3.54960, 1.53212, 2.42484], [-3.66499, 2.00127, 1.11431], [-2.23223, 1.66226, 0.02013], [-3.03643, 1.16267, -1.54832], [-2.73641, 1.84159, -2.72943], [-3.19555, 1.38909, -3.95625], [-3.96571, 0.23727, -4.00971], [-4.29146, -0.42522, -2.83672], [-3.84446, 0.01843, -1.59487], [-4.28056, -0.71623, -0.35511], [-1.46068, 3.31327, -0.14957], [-1.90691, 4.48023, 0.45280], [-1.02714, 5.54169, 0.66374], [0.31426, 5.38962, 0.34970], [0.76601, 4.21207, -0.23826], [-0.12604, 3.19254, -0.52630], [0.27435, 1.90089, -1.13244], [-5.72310, 4.11055, -0.59670], [-5.44365, 2.53654, -1.35228], [-4.09435, 3.62693, -1.08151], [-6.77317, 3.31277, 1.34346], [-6.58297, 2.41279, 3.62600], [-4.47914, 1.29776, 4.34256], [-2.63008, 1.04283, 2.71489], [-2.14066, 2.74721, -2.68062], [-2.94789, 1.92801, -4.86250], [-4.31800, -0.14048, -4.96189], [-4.90028, -1.32209, -2.87819], [-4.50865, -1.75560, -0.59113], [-5.17219, -0.24956, 0.07393], [-3.51086, -0.70756, 0.41365], [-2.93308, 4.56401, 0.79068], [-1.37965, 6.45012, 1.13580], [1.01752, 6.17432, 0.60090], [1.82007, 4.06047, -0.44610], [1.31722, 1.83276, -1.42327], [-0.40346, 1.54916, -1.89736], [0.78013, 2.45458, 2.49693], [2.37938, 1.68799, 2.54005], [3.49737, 2.75323, 3.40371], [2.26633, 0.13749, 3.40901], [2.83526, 1.41212, 1.04566], [3.81209, 2.02095, 0.64959], [2.13180, 0.55707, 0.41994]],
  "atomic_forces_ev_per_a": [[-1.059, -0.318, -2.139], [0.118, 0.080, 0.099], [0.154, -0.086, -0.259], [-0.122, 0.039, 0.417], [-0.110, 0.119, 0.209], [0.137, -0.173, 0.329], [-0.142, -0.291, 0.100], [0.051, -0.088, -0.109], [-0.007, -0.003, 0.012], [0.002, 0.044, 0.007], [-0.045, -0.025, -0.054], [-0.002, -0.001, 0.047], [0.219, 0.147, -0.093], [0.681, 0.292, 0.360], [-0.029, -0.016, -0.035], [0.064, -0.059, 0.018], [-0.128, 0.040, 0.011], [0.024, -0.003, 0.003], [0.037, -0.014, 0.001], [0.004, 0.025, -0.009], [0.012, -0.019, 0.006], [-0.013, -0.054, 0.056], [0.019, 0.019, -0.023], [0.002, 0.005, 0.000], [0.012, -0.001, 0.001], [-0.003, 0.013, -0.030], [-0.069, 0.037, -0.023], [0.094, -0.139, 0.226], [0.053, -0.459, -0.342], [0.090, 0.233, -0.137], [-0.002, 0.007, -0.019], [-0.005, -0.008, 0.024], [-0.040, 0.048, 0.020], [-0.001, 0.007, -0.015], [-0.044, -0.020, 0.007], [0.000, 0.062, -0.035], [-0.176, -0.010, 0.428], [-0.162, 0.097, -0.139], [-0.027, -0.110, 0.053], [0.003, -0.098, -0.025], [0.063, 0.320, -0.275], [0.408, -0.151, -0.346], [0.067, -0.347, 1.569], [-0.005, -0.015, 0.004], [0.027, 0.007, -0.011], [-0.023, 0.018, -0.013], [0.014, -0.003, -0.002], [0.002, 0.013, -0.006], [0.017, -0.011, -0.020], [-0.019, 0.037, 0.010], [0.007, -0.027, -0.013], [0.018, -0.007, 0.017], [0.000, -0.007, 0.008], [0.010, 0.008, 0.010], [0.023, 0.005, 0.000], [-0.002, -0.001, -0.004], [-0.010, -0.003, 0.015], [0.015, -0.005, 0.040], [-0.011, -0.014, 0.004], [0.013, -0.003, -0.046], [-0.028, 0.052, -0.016], [-0.008, 0.200, -0.179], [0.196, 0.545, -0.497], [0.228, 0.371, 0.463], [-0.219, -0.182, -0.142], [0.027, -0.034, -0.031], [0.030, 0.050, 0.023], [-0.127, -0.024, 0.113], [-0.072, -0.100, -0.081], [-0.231, -0.015, 0.452]]
}


2.
{
  "formula": "C31H27F3O2S2TeV",
  "method": "ωB97M-V/def2-TZVPD",
  "homo_lumo_gap_ev": [6.596, 7.056],
  "multiplicity": 4,
  "largest_force_ev_per_a": 0.2,
  "e_above_lowest_kcal_mol": 0.0,
  "elements": ["V", "O", "S", "C", "C", "C", "C", "S", "O", "C", "C", "C", "C", "C", "C", "C", "C", "C", "C", "C", "C", "H", "H", "H", "H", "H", "H", "H", "H", "H", "H", "H", "H", "H", "H", "H", "H", "H", "H", "F", "C", "F", "F", "C", "C", "C", "C", "C", "C", "C", "C", "H", "H", "H", "H", "Te", "C", "C", "C", "C", "C", "C", "H", "H", "H", "H", "H"],
  "positions_angstrom": [[-1.23017, 1.31600, 0.64784], [-0.35980, 0.19003, 2.19147], [0.93607, 0.73102, 2.77686], [2.24376, -0.21259, 1.95463], [1.82403, -1.64457, 1.63134], [0.94343, -1.73202, 0.36984], [-0.38137, -2.44500, 0.60898], [-1.70846, -1.93510, -0.50639], [-1.91604, -0.46186, -0.28840], [-0.82783, -2.07826, -2.04923], [-0.62224, -3.34800, -2.57186], [0.09981, -3.48036, -3.74730], [0.59327, -2.34967, -4.38766], [0.35775, -1.08694, -3.86263], [-0.36286, -0.93957, -2.68532], [1.01791, -0.04291, 4.38246], [-0.02289, -0.84817, 4.81029], [0.04459, -1.41645, 6.07571], [1.13634, -1.17092, 6.89394], [2.16548, -0.34406, 6.45884], [2.10558, 0.23152, 5.20082], [3.10624, -0.16214, 2.62210], [2.45473, 0.35696, 1.04909], [1.31839, -2.08283, 2.49697], [2.73612, -2.22663, 1.49098], [1.48547, -2.23868, -0.42996], [0.74289, -0.72283, 0.00449], [-0.79226, -2.21346, 1.59401], [-0.31392, -3.53069, 0.50509], [-1.02419, -4.22196, -2.07180], [0.26968, -4.46241, -4.16816], [1.15683, -2.45559, -5.30530], [0.74398, -0.20846, -4.36340], [-0.54539, 0.03773, -2.25623], [-0.87340, -1.00820, 4.16153], [-0.76352, -2.04628, 6.42298], [1.18246, -1.61346, 7.88003], [3.00892, -0.13920, 7.10428], [2.89328, 0.89688, 4.86650], [6.04143, 2.14709, -5.64862], [6.29036, 1.92969, -4.34676], [6.98377, 0.77346, -4.26641], [7.13324, 2.90144, -3.94000], [5.04278, 1.88696, -3.51895], [5.15250, 1.59741, -2.16388], [4.02213, 1.56052, -1.37209], [2.75502, 1.81017, -1.91559], [2.66691, 2.10778, -3.27960], [3.79932, 2.14499, -4.07546], [1.57586, 1.73594, -1.11044], [0.54444, 1.59336, -0.46854], [6.12576, 1.40088, -1.73233], [4.11055, 1.34150, -0.31608], [1.69292, 2.30780, -3.70854], [3.71597, 2.37617, -5.12837], [-2.29521, 3.45210, 1.93894], [-3.06732, 2.85506, 0.04298], [-2.29634, 3.02668, -1.11445], [-2.71094, 2.48840, -2.33670], [-3.89673, 1.79016, -2.42568], [-4.68366, 1.62778, -1.28449], [-4.27372, 2.14061, -0.07083], [-1.38658, 3.61176, -1.07131], [-2.09290, 2.63278, -3.21471], [-4.21704, 1.37311, -3.37176], [-5.61881, 1.08478, -1.34703], [-4.88029, 1.99283, 0.81350]],
  "atomic_forces_ev_per_a": [[0.028, -0.022, -0.229], [0.025, -0.054, 0.048], [0.001, 0.022, -0.011], [0.015, -0.048, 0.018], [0.025, 0.009, 0.020], [-0.035, -0.006, -0.026], [0.070, 0.020, 0.009], [-0.027, -0.010, -0.079], [-0.071, 0.100, 0.094], [0.037, -0.017, -0.032], [0.010, 0.013, -0.034], [-0.017, 0.003, 0.004], [-0.007, 0.013, -0.003], [0.020, -0.016, -0.025], [-0.037, -0.007, 0.047], [-0.020, 0.001, -0.007], [-0.004, -0.005, -0.021], [0.005, -0.002, 0.010], [0.004, 0.003, 0.002], [-0.008, -0.006, -0.004], [0.013, 0.004, 0.021], [-0.015, 0.004, 0.002], [0.004, -0.010, -0.015], [0.009, 0.012, -0.001], [0.004, -0.008, 0.007], [-0.010, -0.005, -0.007], [0.008, -0.046, -0.002], [0.019, -0.008, 0.001], [-0.016, -0.010, 0.021], [0.005, -0.008, 0.001], [0.006, -0.001, 0.002], [0.004, 0.001, 0.000], [-0.004, -0.014, 0.002], [0.019, -0.014, 0.019], [0.002, 0.005, 0.000], [-0.001, -0.003, 0.002], [0.000, -0.002, 0.003], [0.002, 0.000, 0.003], [0.004, -0.001, -0.002], [-0.006, 0.000, 0.002], [0.018, -0.020, -0.012], [-0.004, 0.013, 0.001], [-0.011, -0.010, 0.002], [-0.002, 0.020, 0.001], [0.001, -0.004, -0.009], [-0.013, 0.018, -0.003], [0.003, 0.013, -0.048], [-0.019, -0.029, 0.001], [0.008, 0.006, 0.005], [-0.037, -0.094, -0.021], [0.007, 0.118, 0.147], [0.004, 0.004, 0.001], [0.003, 0.009, -0.002], [0.027, 0.018, 0.018], [0.003, 0.001, -0.001], [-0.087, 0.150, 0.051], [0.044, -0.032, 0.004], [0.001, -0.019, 0.014], [0.026, 0.016, 0.007], [-0.031, -0.024, 0.018], [-0.017, -0.018, -0.041], [0.003, 0.015, 0.014], [0.013, -0.036, 0.020], [-0.001, 0.003, -0.003], [-0.003, -0.001, -0.002], [0.002, -0.002, 0.000], [-0.002, -0.004, 0.000]]
}